17
Properties=species:S:1:pos:R:3:mulliken_charge:R:1 method="wB97M-V/def2-TZVPD" e_homo_ev="-13.56 / -14.57" multiplicity=5 total_charge=+1 orbital_gap_ha="0.29525 / 0.27881" relative_energy_kcal_mol=19.01
O -1.55 -2.04 0.27 -0.50
C -2.61 -1.17 -0.09 -0.29
C -2.46 0.19 0.61 -0.35
O -1.12 0.60 0.78 -0.24
C -0.35 0.92 -0.34 0.26
O -0.60 0.29 -1.42 -0.58
O 0.17 2.12 -0.34 -0.58
H -1.81 -2.81 0.77 0.27
H -3.58 -1.60 0.20 0.43
H -2.57 -1.07 -1.18 0.22
H -2.85 0.12 1.63 0.32
H -3.03 0.94 0.05 0.32
O 2.54 0.67 0.89 -0.52
C 1.65 -0.12 0.37 0.28
O 1.80 -1.34 0.55 -0.55
Li 0.12 -1.45 -0.59 0.91
Ir 1.96 1.88 -0.55 1.58